No. 1
DFT (the ωB97M-V functional and the def2-TZVPD basis) results for C11H6Cl3I2MoN3O2 as an isolated structure.

The geometry in XYZ format:
```
28
Properties=species:S:1:pos:R:3:mulliken_charge:R:1
Mo 0.7298 -0.2597 -0.0699 1.02
I 3.4561 -0.2969 -0.2370 0.40
C 3.5220 -0.4125 1.8957 -0.74
I 1.6122 0.2344 2.5793 0.45
H 4.3092 0.2339 2.2709 0.49
H 3.6280 -1.4585 2.1620 0.50
Cl -3.6991 5.4128 -0.6493 -0.12
C -2.4261 4.2854 -0.5119 0.41
C -2.7408 2.9342 -0.3321 -0.85
C -1.6860 2.0627 -0.2364 1.03
Cl -1.8938 0.3449 -0.0362 -0.17
C -0.3620 2.4839 -0.3142 0.00
O 0.5939 1.5300 -0.2020 -0.44
C -0.0614 3.8341 -0.4820 0.21
Cl 1.5681 4.3370 -0.5575 -0.13
C -1.1100 4.7333 -0.5823 -0.58
H -3.7689 2.6076 -0.2704 0.49
H -0.9041 5.7861 -0.7169 0.47
N -1.0940 -3.5024 -1.6685 -0.37
C -0.2322 -3.2034 -0.7045 0.75
O 0.1146 -1.9001 -0.5957 -0.51
C 0.3335 -4.0740 0.1961 0.14
C 0.0028 -5.4556 0.1567 -0.42
N -0.2987 -6.5643 0.1348 -0.30
C 1.2393 -3.5116 1.1150 0.21
N 1.9509 -2.9101 1.7918 -0.42
H -1.3628 -4.4650 -1.8191 0.24
H -1.4204 -2.8061 -2.3164 0.22
```

## Properties
charge	+2
largest force on an atom	1.2	eV/A
orbital gap (alpha / beta)	6.024 / 6.025	eV
energy relative to the best compared isomer or geometry (same formula, charge and spin)	45.32	kJ/mol
E_tot	-2781.01854	hartree
HOMO energy (alpha / beta)	-15.14 / -15.14	eV
LUMO energy (alpha / beta)	-9.1153 / -9.1147	eV

***

No. 2
DFT (the ωB97M-V functional and the def2-TZVPD basis) results for the molecule C6H10O.

The geometry in XYZ format:
```
17
Properties=species:S:1:pos:R:3:mulliken_charge:R:1
O -1.8952 3.4027 -0.2248 -0.48
C -1.2717 2.4314 -0.6750 -0.11
C -0.6106 1.3583 0.1422 -0.16
C -1.0991 0.0096 -0.2727 -0.56
C -0.2710 -1.0757 0.2188 -0.38
C 1.0442 -0.8392 0.3118 -0.02
C 1.9305 -2.0510 0.4830 -1.11
H -1.1346 2.5039 -1.8431 0.29
H 0.5458 1.6626 0.2283 0.24
H -1.0718 1.4812 1.1218 0.16
H -2.0948 -0.0684 0.1057 0.38
H -1.1128 0.0337 -1.3869 0.24
H -0.7288 -1.9799 0.3500 0.44
H 1.5437 0.1334 0.0864 0.15
H 1.3574 -2.8835 0.0167 0.28
H 2.0568 -2.2095 1.5129 0.29
H 2.8119 -1.9093 -0.1752 0.34
```

## Properties
largest force on an atom	4.1	eV/A
orbital gap	10.309	eV
energy relative to the best compared isomer or geometry (same formula, charge and spin)	185.67	kJ/mol
E_tot	-309.77165	hartree
SMILES string	C/C=C/CCC=O
HOMO energy	-9.28	eV
LUMO energy	1.0273	eV

***

No. 3
DFT (the ωB97M-V functional and the def2-TZVPD basis) results for a 4-piece molecular cluster, C31H54N5 overall.

The geometry in XYZ format:
```
90
Properties=species:S:1:pos:R:3:mulliken_charge:R:1
C 2.4537 1.7941 3.7319 -1.06
C 3.0557 0.6290 2.8404 -0.64
C 2.3014 0.4109 1.4897 -0.24
C 0.9054 -0.3122 1.6122 -0.13
C 0.8583 -1.4570 2.7360 -0.85
C 0.0891 -0.8701 3.9281 -0.11
C 0.7040 -0.5515 5.2293 -0.75
N -0.1125 -0.0376 6.1661 0.32
N -1.3747 0.2790 6.1486 -0.84
C -2.0307 0.0291 5.0106 -0.49
C -3.5324 0.3774 4.8982 -0.25
C -3.7263 1.6553 3.9601 -1.20
C -4.0820 1.1592 2.4936 2.04
C -3.9732 2.3467 1.4463 -1.58
C -5.5381 0.5740 2.4462 -1.15
C -5.6356 -0.9345 2.0131 -0.78
C -4.6231 -1.3691 0.9299 -0.08
C -3.8449 -2.4699 1.0846 0.71
C -3.8599 -3.3591 2.3771 -1.30
C -2.8404 -2.9434 -0.0214 -1.11
C -1.3202 -0.5709 3.8842 0.98
H 2.6031 1.4976 4.8058 0.25
H 3.0728 2.7155 3.6058 0.37
H 1.3792 1.9560 3.4827 0.25
H 4.0999 0.9411 2.5709 0.48
H 3.1646 -0.2819 3.4740 0.21
H 2.9187 -0.1720 0.7610 0.05
H 2.0994 1.4137 1.0307 0.18
H 0.5069 -0.6870 0.6348 0.40
H 0.1700 0.4793 1.9286 0.06
H 1.8609 -1.8636 2.9827 0.60
H 0.2490 -2.2870 2.2907 0.30
H 1.7793 -0.7520 5.4250 0.60
H 0.3504 0.1384 7.0654 0.30
H -3.8951 0.6934 5.9097 0.27
H -4.1243 -0.4824 4.5146 0.33
H -2.7993 2.2868 3.9402 0.37
H -4.5718 2.2986 4.2939 0.45
H -3.2720 0.4442 2.2180 -0.80
H -4.8425 3.0292 1.5935 0.38
H -3.0277 2.9258 1.5590 0.36
H -4.0423 1.9215 0.4102 0.19
H -6.1737 1.2744 1.8512 0.44
H -5.9462 0.6337 3.4944 0.33
H -5.6291 -1.5561 2.9365 0.35
H -6.6603 -1.0741 1.5667 0.35
H -4.4392 -0.7905 -0.0057 0.37
H -3.4204 -2.8193 3.2566 0.17
H -3.4155 -4.3654 2.2169 0.38
H -4.9381 -3.5214 2.6465 0.39
H -1.8452 -3.0335 0.4989 0.18
H -2.8035 -2.2531 -0.8899 0.27
H -3.1146 -3.9946 -0.3059 0.38
H -1.8975 -0.8004 2.9605 0.29
C 5.2810 0.2150 -3.5919 -1.20
C 4.2554 -0.6515 -2.8690 -0.70
C 2.9304 0.0735 -2.6257 -0.15
C 3.1516 1.2753 -1.7829 0.13
N 3.3277 2.2178 -1.1404 -0.56
H 5.5520 1.0937 -3.0022 0.44
H 6.1977 -0.3511 -3.7703 0.32
H 4.8973 0.5528 -4.5555 0.25
H 4.6806 -0.9800 -1.9155 0.41
H 4.0643 -1.5465 -3.4599 0.38
H 2.2256 -0.5891 -2.1180 0.30
H 2.4842 0.3803 -3.5735 0.45
C 5.2439 -0.1621 -8.6777 -1.16
C 5.9735 -1.1707 -7.7968 -0.38
C 5.0349 -2.2121 -7.1795 -0.48
C 4.0244 -1.5440 -6.3231 0.24
N 3.2429 -1.0272 -5.6611 -0.41
H 4.5211 0.4231 -8.1052 0.34
H 5.9532 0.5400 -9.1180 0.34
H 4.7133 -0.6634 -9.4909 0.30
H 6.5017 -0.6338 -7.0043 0.26
H 6.7292 -1.6849 -8.3948 0.32
H 5.6032 -2.9175 -6.5706 0.28
H 4.5211 -2.7766 -7.9601 0.33
C -0.5765 1.8848 -0.8571 0.06
C -0.9064 2.2895 -2.2884 -0.62
C -2.4122 2.4163 -2.5340 -0.57
C -3.0786 1.1149 -2.2824 0.25
N -3.5936 0.1093 -2.0830 -0.50
H -0.9825 0.8991 -0.6146 0.13
H 0.5053 1.8345 -0.7172 -0.30
H -0.9786 2.6084 -0.1422 0.20
H -0.4797 1.5522 -2.9737 0.27
H -0.4278 3.2461 -2.5090 0.38
H -2.6024 2.7188 -3.5650 0.38
H -2.8468 3.1707 -1.8746 0.32
```

## Properties
charge	+1
largest force on an atom	3.2	eV/A
orbital gap	6.588	eV
E_tot	-1487.05623	hartree
HOMO energy	-10.83	eV
LUMO energy	-4.2413	eV

***

No. 4
DFT (the ωB97M-V functional and the def2-TZVPD basis) results for C8H22N2O10P2Sn as an isolated structure.

The geometry in XYZ format:
```
45
Properties=species:S:1:pos:R:3:mulliken_charge:R:1
Sn -0.6615 -0.1105 -2.3112 1.10
P -4.1599 -1.4973 -1.7924 0.61
O -4.4027 -2.9723 -1.7271 -0.84
O -5.4792 -0.6880 -1.8326 -0.83
O -3.1959 -1.1143 -2.9644 -0.64
O -3.2384 -1.0046 -0.6074 -0.70
P -2.7254 2.8577 -2.9784 0.56
O -4.2466 2.6818 -2.8779 -0.64
O -2.1931 1.7922 -3.9686 -0.70
O -2.0020 2.5653 -1.6853 -0.46
O -2.4420 4.3184 -3.5231 -0.88
C -0.2487 -4.1027 0.9022 -1.92
C 0.0068 -2.7310 0.4952 1.05
C 1.4427 -2.3227 0.1317 -1.39
O 1.7330 -1.0427 -0.3909 1.61
C 3.0751 -0.9266 -0.8393 -3.18
N -0.8527 -2.4867 -0.6646 -0.20
H 0.6092 -4.3010 1.5447 0.44
H -0.2228 -4.8692 0.1277 0.42
H -1.1755 -4.2851 1.4461 0.34
H -0.2247 -2.1103 1.3608 0.18
H 1.8350 -3.0864 -0.5398 0.27
H 2.1122 -2.5281 0.9670 0.39
H 3.6775 -1.3518 -0.0366 0.68
H 3.2424 0.1494 -0.7915 0.43
H 3.4360 -1.2605 -1.8121 0.26
H -1.8283 -2.3163 -0.4669 0.11
H -0.9177 -3.3042 -1.2542 0.20
C -0.5580 1.1665 1.1742 -1.41
C 0.4486 2.3213 0.7107 0.37
C 1.8127 2.1878 1.5217 -0.34
O 1.5637 2.1923 2.9398 0.72
C 2.7480 2.4755 3.6128 -3.45
N 0.6324 2.2261 -0.7780 -0.35
H -0.2783 0.1166 1.0869 0.02
H -1.4881 1.1293 0.6071 0.52
H -0.8127 1.4146 2.2046 0.48
H 0.0630 3.3042 0.9816 0.39
H 2.3814 3.0762 1.2474 0.41
H 2.4162 1.3999 1.0708 0.10
H 3.0248 3.5182 3.7689 0.50
H 3.4925 1.7050 3.4125 0.60
H 2.5622 2.2912 4.6709 0.81
H 1.2886 2.9585 -1.0086 0.23
H -0.2500 2.5643 -1.1345 0.11
```

## Properties
charge	-4
largest force on an atom	5.5	eV/A
orbital gap	1.392	eV
energy relative to the best compared isomer or geometry (same formula, charge and spin)	428.09	kJ/mol
E_tot	-2076.49259	hartree
HOMO energy	5.96	eV
LUMO energy	7.3515	eV

***

No. 5
DFT (the ωB97M-V functional and the def2-TZVPD basis) results for C15H31BrOsP2 as an isolated structure.

The geometry in XYZ format:
```
50
Properties=species:S:1:pos:R:3:mulliken_charge:R:1
P 0.2389 -1.7798 -4.6045 1.10
P 1.2680 1.7581 -4.7165 0.56
C 0.1229 -0.4480 -6.0260 -0.46
C 1.3341 0.5112 -6.1657 -0.98
H -0.8304 0.0983 -5.8268 0.09
H -0.0318 -0.9972 -6.9807 0.72
H 2.3137 0.0066 -6.1905 0.34
H 1.2354 1.0467 -7.1311 0.54
C 0.0615 2.8733 -5.8451 -1.38
H -0.2737 3.7456 -5.2450 0.42
H -0.8522 2.2840 -6.1271 0.24
H 0.5983 3.2148 -6.7629 0.52
C 2.7093 2.8457 -4.7744 -1.09
H 2.7875 3.5173 -5.6333 0.41
H 3.6143 2.2423 -4.6706 0.43
H 2.6211 3.4571 -3.8698 0.40
C -0.9005 -2.8559 -5.6757 -1.67
H -1.0904 -3.7814 -5.1202 0.48
H -0.5111 -3.1527 -6.6721 0.52
H -1.8591 -2.3362 -5.8418 0.49
C 1.8295 -2.6914 -5.0702 -0.99
H 2.6706 -1.9792 -5.1797 0.46
H 1.6621 -3.2044 -6.0513 0.37
H 2.0526 -3.4546 -4.3087 0.45
Os 2.1156 -0.1994 -2.7655 0.86
C -1.8298 1.9073 -3.4421 -0.66
C -2.7786 1.5924 -4.3500 -0.65
C -3.7759 0.4491 -4.3142 -0.60
C -3.6575 -0.3637 -3.0454 -0.80
C -2.7081 -1.5295 -3.3724 -0.60
C -1.3465 -1.6400 -3.3468 -0.15
C 0.1926 -0.0493 -2.8234 -0.53
C -0.7997 1.0588 -2.5780 -1.24
C 3.5978 -1.0847 -1.5878 -1.22
H -1.6073 2.9552 -3.2808 0.59
H -2.8523 2.2737 -5.2043 0.57
H -3.5912 -0.1670 -5.1991 0.35
H -4.7976 0.8397 -4.4367 0.44
H -3.2629 0.3153 -2.2857 0.35
H -4.6421 -0.6629 -2.6477 0.47
H -3.3204 -2.4178 -3.7342 0.44
H -0.8551 -2.1021 -2.4014 0.45
H 1.0981 -0.0770 -4.0532 -0.78
H 2.8562 1.1596 -2.5464 0.08
H -1.2250 0.7386 -1.6122 0.91
H -0.0810 1.8224 -2.2033 0.76
H 3.8649 -0.5367 -0.6564 0.40
H 4.5622 -1.2932 -2.0441 0.39
H 3.0706 -2.0245 -1.3665 0.39
Br 0.9851 -0.1837 -0.2227 -0.16
```

## Properties
charge	+2
largest force on an atom	7.3	eV/A
spin multiplicity	5
orbital gap (alpha / beta)	5.541 / 6.052	eV
energy relative to the best compared isomer or geometry (same formula, charge and spin)	1186.45	kJ/mol
E_tot	-3936.34791	hartree
HOMO energy (alpha / beta)	-14.37 / -15.22	eV
LUMO energy (alpha / beta)	-8.8330 / -9.1730	eV

***

No. 6
DFT (the ωB97M-V functional and the def2-TZVPD basis) results for C20H29N2O4P2S2Zn as an isolated structure.

The geometry in XYZ format:
```
60
Properties=species:S:1:pos:R:3:mulliken_charge:R:1
Zn 0.9305 0.7627 0.6571 1.95
C -0.0832 1.1283 3.9939 -1.30
P 0.4986 -0.1517 2.8281 0.79
C 1.8913 -0.9140 3.7151 -1.26
C -0.7977 -1.4271 2.8678 -1.30
H -0.2819 0.6923 4.9731 0.46
H -0.9947 1.5890 3.6127 0.31
H 0.6852 1.8954 4.0944 0.38
H 1.5778 -1.1995 4.7195 0.48
H 2.7126 -0.2012 3.7753 0.35
H 2.2274 -1.7995 3.1746 0.32
H -0.9402 -1.7901 3.8859 0.48
H -0.4976 -2.2515 2.2207 0.31
H -1.7293 -1.0168 2.4802 0.32
O 4.1889 1.6610 -0.6232 -0.71
S 3.6239 0.7042 0.2776 1.05
O 3.0853 1.2581 1.5203 -0.74
N 2.3421 -0.1340 -0.3455 -0.58
C 2.5412 -1.4742 -0.2664 0.56
S 1.3412 -2.5854 -0.4762 -0.36
C 3.9312 -1.8144 0.1115 0.20
C 4.5299 -3.0630 0.0938 -0.82
C 5.8647 -3.1605 0.4616 -0.55
C 6.5897 -2.0347 0.8405 -0.54
C 5.9989 -0.7777 0.8557 -0.73
C 4.6701 -0.7014 0.4996 0.24
H 3.9598 -3.9264 -0.2219 0.45
H 6.3565 -4.1238 0.4442 0.41
H 7.6307 -2.1352 1.1164 0.42
H 6.5597 0.1037 1.1370 0.49
N -2.0089 -0.8297 -3.4406 -0.59
C -2.2623 -0.7525 -2.0041 -0.41
C -1.0800 -0.0898 -1.3032 0.37
O -1.0012 0.0092 -0.0885 -0.45
O -0.1679 0.3912 -2.1079 -0.43
H -1.7982 -1.7731 -3.7396 0.21
H -0.5309 0.2150 -3.0196 0.48
H -2.7847 -0.4947 -3.9932 0.22
H -2.4343 -1.7220 -1.5365 0.33
H -3.1305 -0.1306 -1.7816 0.32
C 0.8065 4.3045 1.2252 -1.36
P 0.5165 3.0049 -0.0211 0.62
C 1.5336 3.5247 -1.4285 -1.51
C -1.2144 3.2574 -0.5053 0.17
C -2.1981 2.9229 0.4256 -0.22
C -3.5384 3.0706 0.1126 -0.73
C -3.9073 3.5368 -1.1433 -0.55
C -2.9341 3.8585 -2.0773 -0.68
C -1.5890 3.7227 -1.7610 -0.37
H 0.6427 5.2843 0.7780 0.48
H 1.8335 4.2247 1.5827 0.42
H 0.1226 4.1741 2.0628 0.38
H 1.3696 4.5784 -1.6532 0.52
H 1.3015 2.9063 -2.2942 0.35
H 2.5776 3.3595 -1.1686 0.39
H -1.9036 2.5347 1.3952 0.29
H -4.2957 2.8207 0.8443 0.42
H -4.9543 3.6531 -1.3910 0.42
H -3.2240 4.2242 -3.0541 0.43
H -0.8337 3.9855 -2.4906 0.39
```

## Properties
charge	+1
largest force on an atom	1.4	eV/A
orbital gap	8.244	eV
E_tot	-4448.30858	hartree
HOMO energy	-11.02	eV
LUMO energy	-2.7803	eV

***

No. 7
DFT (the ωB97M-V functional and the def2-TZVPD basis) results for C8H23F3NO6V as an isolated structure.

The geometry in XYZ format:
```
42
Properties=species:S:1:pos:R:3:mulliken_charge:R:1
V 0.2832 -0.5819 -0.0763 0.93
C -1.5140 2.2422 0.6483 0.20
O -2.5302 1.8857 -0.2672 -0.46
O -0.8640 1.0562 0.9311 -0.66
C -0.6318 3.4708 0.1577 0.64
F 0.3954 3.6207 0.9760 -0.26
F -0.2190 3.2733 -1.1085 -0.27
F -1.2026 4.7089 0.0760 -0.31
C -3.9107 2.4615 -0.1564 -0.39
C -4.7175 1.9740 1.0752 -1.10
H -4.5953 0.9187 1.3195 0.28
H -4.2974 2.3717 1.9990 0.31
H -5.7888 2.1741 1.0971 0.39
H -4.4950 2.0985 -1.0020 0.31
H -4.1217 3.5112 -0.3605 0.34
H -1.8533 2.5968 1.6216 0.33
C 3.0687 -3.8363 -1.0645 -1.39
C 2.1349 -2.8239 -0.2841 0.15
C 2.9900 -1.7723 0.4382 -0.63
O 2.1113 -0.7959 1.0306 -0.24
C 2.8091 0.4542 1.3411 -0.85
N 1.1581 -2.2100 -1.2268 -0.23
H 3.6939 -3.4214 -1.8552 0.36
H 2.3925 -4.5766 -1.4918 0.43
H 3.6617 -4.2262 -0.2372 0.41
H 1.5844 -3.4059 0.4551 0.04
H 3.4244 -1.1886 -0.3734 0.37
H 3.8530 -2.0231 1.0549 0.46
H 2.9043 1.1867 0.5396 0.26
H 3.8061 0.4521 1.7818 0.38
H 2.1719 0.8696 2.1218 0.29
H 0.7592 -2.9924 -1.7255 0.31
H 1.6749 -1.7978 -1.9904 0.29
O -0.4933 -2.0993 1.3251 -0.48
H -0.2103 -2.9612 1.6303 0.24
H -1.3034 -1.9285 1.8055 0.28
O 1.1676 0.9298 -1.6969 -0.33
H 0.5945 0.8264 -2.4566 0.25
H 1.8926 1.4679 -2.0147 0.23
O -1.5415 -0.6596 -1.2939 -0.49
H -2.1472 -0.0242 -0.9124 0.30
H -2.0950 -1.2260 -1.8315 0.28
```

## Properties
charge	+1
largest force on an atom	2.9	eV/A
spin multiplicity	4
orbital gap (alpha / beta)	7.989 / 8.474	eV
energy relative to the best compared isomer or geometry (same formula, charge and spin)	0.00	kJ/mol
E_tot	-2068.20799	hartree
HOMO energy (alpha / beta)	-10.91 / -11.39	eV
LUMO energy (alpha / beta)	-2.9218 / -2.9197	eV